{
  "formula": "CH3ClN2",
  "method": "ωB97M-V with the def2-TZVPD basis set",
  "elements": ["Cl", "C", "N", "N", "H", "H", "H"],
  "xyz": [[0.23888, -1.33501, -1.54539], [0.22677, -0.46731, -0.00656], [-0.79938, 0.31906, 0.42749], [0.34955, 1.03530, -0.15093], [0.85121, -1.05158, 0.72800], [-1.62186, 0.20989, -0.15966], [0.75483, 1.28965, 0.70705]],
  "e_lumo_ev": 1.1099,
  "smiles": "ClC1NN1",
  "max_force_ev_per_a": 2.7,
  "energy_ha": -609.52472,
  "charge": 0,
  "de_lowest_kj_mol": 283.5,
  "homo_lumo_gap_ev": 11.309,
  "multiplicity": 1
}